1.
Below is a structure of composition C25H38N4O4PS at a distorted geometry, with properties calculated with wB97M-V/def2-TZVPD.

Structure (XYZ):
```
73
Properties=species:S:1:pos:R:3:lowdin_charge:R:1
C -3.171 -5.603 -1.778 -0.14
C -1.630 -5.730 -2.074 -0.24
C -0.878 -4.312 -2.107 -0.18
C 0.136 -4.189 -0.871 -0.19
N -0.685 -3.906 0.333 -0.01
C -0.203 -2.789 1.113 -0.13
C 0.018 -1.383 0.603 -0.09
C -0.237 -1.031 -0.897 -0.06
C 1.179 -0.922 -1.611 -0.34
O 2.202 -0.621 -1.020 0.05
C 1.367 -1.249 -3.144 -0.13
C 0.677 -0.498 -4.202 -0.02
C 0.971 -0.905 -5.610 -0.07
C 1.930 -1.985 -5.877 -0.07
C 2.626 -2.743 -4.803 -0.06
C 2.327 -2.355 -3.420 -0.03
C 0.474 -0.288 1.477 -0.19
P 0.693 1.450 0.867 0.78
O -0.713 2.031 0.663 -0.49
C 0.773 -0.535 2.932 -0.33
N 1.207 0.362 3.888 -0.26
S 1.286 -0.566 5.291 0.98
N 0.852 -2.116 4.812 -0.20
C 0.572 -1.954 3.460 -0.25
C 0.094 -3.050 2.532 -0.01
C -0.077 -4.505 3.116 -0.17
O 1.239 -5.001 3.425 -0.20
C 1.879 -5.521 2.239 -0.10
H -3.708 -6.594 -1.883 0.08
H -3.693 -4.861 -2.451 0.08
H -3.401 -5.261 -0.720 0.07
H -1.141 -6.362 -1.271 0.10
H -1.499 -6.295 -3.037 0.11
H -1.712 -3.544 -2.012 0.09
H -0.383 -4.106 -3.094 0.11
H 0.637 -5.206 -0.823 0.11
H 0.951 -3.438 -1.062 0.10
H -1.679 -3.812 0.115 0.12
H -0.868 -1.801 -1.414 0.10
H -0.743 -0.032 -1.012 0.12
H -0.045 0.327 -3.984 0.11
H 0.437 -0.350 -6.418 0.10
H 2.194 -2.291 -6.928 0.10
H 3.367 -3.554 -4.990 0.10
H 2.840 -2.920 -2.599 0.11
H 1.351 1.549 -0.387 0.02
H 1.441 2.242 1.807 0.02
H -0.617 -4.382 4.100 0.13
H -0.631 -5.191 2.423 0.12
H 2.461 -4.722 1.703 0.09
H 1.165 -6.043 1.545 0.08
H 2.618 -6.293 2.608 0.10
C -2.109 7.043 2.046 0.02
N -0.827 7.353 1.303 -0.36
C -0.574 8.837 1.414 0.01
C -0.990 6.994 -0.147 0.02
C 0.368 6.629 1.927 -0.08
C 0.301 5.111 1.865 -0.25
O -0.836 4.622 2.550 -0.07
H -2.860 7.772 1.741 0.11
H -2.455 6.051 1.768 0.10
H -1.922 7.119 3.115 0.12
H -1.413 9.368 0.966 0.11
H 0.348 9.071 0.881 0.11
H -0.481 9.092 2.470 0.12
H -1.241 5.938 -0.226 0.11
H -0.055 7.208 -0.663 0.12
H -1.799 7.595 -0.560 0.11
H 0.412 6.961 2.967 0.14
H 1.258 6.981 1.402 0.14
H 1.194 4.697 2.345 0.13
H 0.277 4.753 0.830 0.11
H -0.846 3.655 2.451 0.08
```

As for the multiplicity: 1. The net charge is +1. Its HOMO-LUMO gap is 0.2804 Ha.

=====

2.
Below is an isolated molecule of Br3H3Si2 at a distorted geometry, with properties calculated with wB97M-V/def2-TZVPD.

Structure (XYZ):
```
8
Properties=species:S:1:pos:R:3:lowdin_charge:R:1
Br 0.237 2.709 0.028 0.22
Si -0.927 0.851 0.490 0.01
Si 0.656 -0.613 -0.259 -0.42
Br 0.569 -1.457 -2.403 0.17
Br 0.521 -2.558 0.921 0.14
H -1.592 0.375 1.850 -0.03
H -1.842 1.000 -0.657 -0.10
H 2.377 -0.307 0.030 0.00
```

As for the multiplicity: 1. As for the structure (SMILES): Br[SiH2][SiH](Br)Br. As for the energy relative to the best compared isomer or geometry (same formula, charge and spin): 25.3 kcal/mol. Its HOMO-LUMO gap is 0.3523 Ha.

=====

3.
Below is a structure of composition C13H16Cl2LuN2 at a distorted geometry, with properties calculated with wB97M-V/def2-TZVPD.

Structure (XYZ):
```
34
Properties=species:S:1:pos:R:3:lowdin_charge:R:1
Lu 0.000 0.000 0.000 0.62
Cl -0.412 2.203 -0.663 -0.07
Cl 0.476 0.993 2.111 0.13
C 1.753 -0.496 -0.128 -0.49
H 2.229 -1.004 -0.974 -0.11
H 2.435 -0.193 0.676 -0.10
C -1.324 -0.546 -1.984 -0.23
C -0.134 -1.237 -2.098 -0.22
H -2.118 -0.956 -1.364 0.10
C 0.866 -0.888 -3.169 -0.21
H -0.037 -2.217 -1.642 0.11
C 0.650 0.522 -3.726 -0.21
H 1.892 -1.006 -2.799 0.09
H 0.761 -1.631 -3.977 0.12
C -0.812 0.690 -4.152 -0.20
H 0.891 1.258 -2.952 0.08
H 1.321 0.693 -4.575 0.11
C -1.768 0.517 -2.959 -0.25
H -0.970 1.673 -4.607 0.10
H -1.042 -0.061 -4.922 0.11
H -1.895 1.468 -2.435 0.03
H -2.764 0.218 -3.317 0.11
N 0.000 0.000 7.344 0.13
C 0.000 0.000 6.198 -0.22
C 0.000 0.000 4.757 -0.24
C 0.827 -0.997 4.078 -0.06
C 0.525 -1.614 2.755 -0.17
N -0.617 -1.306 1.991 -0.15
C -1.578 -0.608 2.748 -0.18
C -1.293 0.016 4.074 -0.08
H 1.738 -1.313 4.571 0.10
H 1.333 -2.163 2.292 0.08
H -2.509 -0.321 2.278 0.09
H -2.113 0.529 4.562 0.09
```

As for the multiplicity: 1. As for the energy relative to the best compared isomer or geometry (same formula, charge and spin): 153.4 kcal/mol. The net charge is -1. Its HOMO-LUMO gap (spin up / spin down) is 0.1607 / 0.1607 Ha.

=====

4.
Below is a cluster of 13 separate species, C62H148Cl2N18O18P6 in total at a distorted geometry, with properties calculated with wB97M-V/def2-TZVPD.

Structure (XYZ):
```
254
Properties=species:S:1:pos:R:3:lowdin_charge:R:1
Cl 2.554 2.718 -0.889 0.65
C 3.702 1.998 -2.060 -0.58
C 4.515 3.131 -2.684 -0.57
Cl 3.387 3.947 -3.830 0.65
H 3.055 1.559 -2.814 0.05
H 4.327 1.290 -1.520 0.06
H 5.300 2.705 -3.307 0.08
H 4.840 3.991 -2.110 0.06
O 0.938 6.720 -4.999 -0.30
P 0.086 7.317 -3.949 0.55
N -1.300 6.444 -3.743 -0.29
C -2.370 6.535 -4.754 -0.08
C -1.355 5.208 -3.002 -0.11
N -0.335 8.915 -4.318 -0.30
C -0.007 9.535 -5.604 -0.11
C -1.315 9.648 -3.535 -0.11
N 0.846 7.291 -2.406 -0.30
C 0.203 7.878 -1.223 -0.12
C 2.088 6.592 -2.180 -0.16
H -2.503 5.573 -5.242 0.08
H -2.032 7.244 -5.515 0.07
H -3.257 6.974 -4.300 0.08
H -1.459 4.318 -3.629 0.06
H -2.196 5.232 -2.301 0.09
H -0.474 5.047 -2.375 0.08
H 0.633 8.853 -6.156 0.07
H -0.904 9.747 -6.197 0.08
H 0.410 10.528 -5.428 0.08
H -1.271 10.720 -3.738 0.08
H -2.321 9.321 -3.823 0.08
H -1.189 9.564 -2.459 0.05
H 0.477 7.232 -0.381 0.07
H 0.622 8.845 -0.933 0.08
H -0.878 7.823 -1.319 0.07
H 1.975 5.760 -1.477 0.05
H 2.958 7.200 -1.927 0.09
H 2.241 6.063 -3.119 -0.01
O -3.702 -6.690 1.061 -0.27
P -3.827 -6.019 -0.240 0.56
N -2.516 -6.167 -1.318 -0.30
C -2.287 -7.485 -1.893 -0.13
C -1.254 -5.554 -0.901 -0.12
N -3.887 -4.304 -0.143 -0.28
C -3.929 -3.417 -1.282 -0.11
C -4.471 -3.761 1.093 -0.11
N -5.087 -6.468 -1.249 -0.31
C -5.165 -6.104 -2.670 -0.12
C -6.314 -6.971 -0.665 -0.11
H -1.532 -8.086 -1.378 0.09
H -1.881 -7.319 -2.899 0.08
H -3.183 -8.087 -2.030 0.08
H -1.394 -4.503 -0.627 0.06
H -0.542 -5.526 -1.726 0.07
H -0.800 -5.975 0.002 0.08
H -4.043 -2.393 -0.915 0.07
H -3.005 -3.272 -1.855 0.06
H -4.707 -3.664 -2.002 0.06
H -5.388 -3.174 0.983 0.08
H -4.675 -4.510 1.855 0.07
H -3.682 -3.079 1.429 0.06
H -5.955 -5.369 -2.822 0.08
H -4.176 -5.822 -3.017 0.06
H -5.433 -6.999 -3.241 0.08
H -6.116 -7.909 -0.142 0.08
H -7.082 -7.099 -1.426 0.08
H -6.759 -6.290 0.070 0.08
O -2.590 -0.827 1.045 -0.28
P -1.252 -0.392 0.561 0.56
N -1.356 0.526 -0.865 -0.27
C -2.322 0.166 -1.929 -0.08
C -0.421 1.584 -1.185 -0.15
N -0.231 -1.681 0.227 -0.27
C 0.797 -1.582 -0.841 -0.07
C 0.198 -2.505 1.317 -0.12
N -0.503 0.577 1.682 -0.26
C 0.920 0.895 1.607 -0.12
C -1.150 0.665 2.980 -0.10
H -1.785 -0.311 -2.752 0.08
H -2.950 1.010 -2.207 0.08
H -2.956 -0.593 -1.472 0.06
H 0.277 1.348 -1.996 0.06
H 0.070 1.876 -0.270 0.01
H -0.927 2.483 -1.559 0.08
H 0.424 -1.095 -1.736 0.05
H 1.693 -1.130 -0.413 0.08
H 0.959 -2.628 -1.114 0.08
H 1.212 -2.254 1.657 0.06
H -0.383 -2.350 2.229 0.08
H 0.199 -3.545 0.982 0.08
H 1.609 0.283 2.202 0.07
H 1.294 0.645 0.616 0.03
H 1.055 1.952 1.819 0.06
H -2.042 1.289 3.065 0.07
H -0.504 1.141 3.722 0.06
H -1.398 -0.339 3.326 0.05
O -2.392 -1.277 -5.409 -0.28
P -1.468 -2.299 -5.983 0.60
N -2.190 -3.785 -6.384 -0.32
C -3.538 -3.757 -6.942 -0.11
C -1.383 -4.902 -6.824 -0.13
N -0.265 -2.802 -4.929 -0.31
C 0.790 -1.874 -4.577 -0.11
C -0.464 -3.867 -3.937 -0.09
N -0.613 -1.890 -7.394 -0.30
C 0.665 -2.502 -7.793 -0.10
C -1.216 -0.870 -8.272 -0.09
H -3.942 -4.766 -7.022 0.08
H -3.581 -3.363 -7.967 0.07
H -4.150 -3.100 -6.327 0.07
H -1.834 -5.800 -6.397 0.09
H -0.398 -4.772 -6.377 0.06
H -1.266 -4.847 -7.912 0.08
H 0.986 -1.182 -5.397 0.06
H 0.566 -1.329 -3.660 0.06
H 1.750 -2.399 -4.519 0.10
H -1.000 -3.495 -3.053 0.06
H -1.085 -4.658 -4.343 0.06
H 0.526 -4.107 -3.546 0.08
H 0.442 -3.384 -8.390 0.07
H 1.285 -1.747 -8.274 0.09
H 1.233 -2.844 -6.929 0.07
H -1.121 0.121 -7.833 0.07
H -2.223 -1.164 -8.566 0.07
H -0.624 -0.960 -9.186 0.08
O -0.257 7.086 5.637 -0.28
P 0.511 5.827 5.648 0.53
N 0.402 4.984 4.194 -0.29
C 0.686 3.566 4.142 -0.13
C -0.564 5.439 3.163 -0.08
N 0.026 4.675 6.770 -0.32
C -1.306 4.098 6.624 -0.11
C 0.486 4.651 8.142 -0.11
N 2.142 6.023 6.049 -0.31
C 2.735 7.349 6.149 -0.11
C 3.030 4.843 6.019 -0.10
H 1.130 3.266 3.191 0.06
H -0.268 3.035 4.263 0.06
H 1.352 3.247 4.932 0.05
H -1.613 5.389 3.450 0.08
H -0.393 4.778 2.312 0.07
H -0.184 6.415 2.871 0.08
H -1.314 3.006 6.582 0.08
H -1.922 4.470 7.447 0.09
H -1.819 4.404 5.710 0.07
H 0.378 3.646 8.558 0.09
H 1.565 4.786 8.194 0.06
H -0.057 5.446 8.663 0.09
H 3.708 7.302 6.634 0.08
H 2.903 7.732 5.134 0.08
H 2.035 8.031 6.625 0.07
H 3.957 5.053 6.550 0.08
H 3.182 4.500 4.996 0.06
H 2.534 4.060 6.591 0.06
O 6.294 -2.660 2.463 -0.28
P 5.188 -3.617 2.392 0.52
N 3.786 -3.205 3.235 -0.26
C 3.377 -1.805 3.174 -0.12
C 3.384 -3.805 4.519 -0.05
N 5.615 -5.148 2.935 -0.30
C 4.776 -6.332 2.779 -0.10
C 6.701 -5.217 3.923 -0.11
N 4.653 -3.799 0.801 -0.29
C 3.327 -4.351 0.472 -0.09
C 5.460 -3.246 -0.306 -0.10
H 3.857 -1.221 3.967 0.06
H 2.299 -1.669 3.293 0.06
H 3.597 -1.319 2.221 0.09
H 3.729 -3.161 5.334 0.06
H 3.909 -4.752 4.592 0.07
H 2.302 -3.916 4.530 0.08
H 3.774 -6.154 3.178 0.07
H 4.642 -6.529 1.714 0.07
H 5.215 -7.231 3.203 0.09
H 6.636 -6.134 4.509 0.07
H 7.643 -5.306 3.374 0.08
H 6.792 -4.353 4.579 0.07
H 3.353 -5.416 0.703 0.06
H 2.563 -4.000 1.168 0.05
H 3.046 -4.169 -0.562 0.08
H 5.439 -3.973 -1.121 0.08
H 6.445 -3.024 0.086 0.07
H 4.922 -2.381 -0.706 0.07
O 3.298 1.521 4.070 0.09
C 4.294 1.617 3.389 -0.51
O 5.364 0.866 3.501 0.04
C 6.373 1.209 2.542 -0.12
C 5.748 2.275 1.595 -0.11
C 4.457 2.707 2.373 -0.06
H 6.698 0.331 1.986 0.12
H 7.203 1.569 3.150 0.13
H 5.585 1.830 0.619 0.09
H 6.466 3.092 1.600 0.11
H 3.660 2.802 1.646 0.07
H 4.702 3.627 2.902 0.13
O -4.755 3.997 -4.240 0.11
C -4.780 2.835 -4.521 -0.45
O -3.662 2.095 -4.194 0.00
C -3.933 0.736 -4.432 -0.23
C -5.449 0.538 -4.690 -0.11
C -5.943 1.982 -5.018 -0.05
H -3.620 0.092 -3.602 0.07
H -3.356 0.236 -5.217 0.07
H -6.030 0.129 -3.871 0.11
H -5.497 -0.032 -5.614 0.10
H -6.798 2.216 -4.392 0.12
H -6.046 2.136 -6.088 0.12
O 2.912 1.074 -6.249 0.11
C 1.916 1.688 -6.040 -0.49
O 1.166 1.427 -4.917 -0.04
C 0.172 2.415 -4.685 -0.19
C 0.199 3.395 -5.873 -0.14
C 1.203 2.784 -6.875 -0.05
H 0.376 2.999 -3.788 0.09
H -0.787 1.898 -4.696 0.12
H 0.473 4.418 -5.630 0.08
H -0.780 3.311 -6.345 0.11
H 1.916 3.560 -7.139 0.12
H 0.667 2.372 -7.724 0.11
O 0.011 -2.318 6.115 0.08
C 1.072 -1.843 6.447 -0.48
O 2.026 -2.561 7.008 0.03
C 3.186 -1.786 7.329 -0.14
C 3.009 -0.413 6.639 -0.14
C 1.549 -0.414 6.272 -0.06
H 4.074 -2.304 6.976 0.11
H 3.193 -1.679 8.416 0.13
H 3.627 -0.565 5.755 0.08
H 3.392 0.383 7.269 0.12
H 1.485 -0.375 5.176 0.11
H 0.930 0.409 6.619 0.13
O -6.481 -3.185 3.719 0.12
C -5.562 -2.423 3.796 -0.51
O -4.487 -2.646 4.597 0.01
C -3.683 -1.488 4.828 -0.13
C -4.477 -0.304 4.190 -0.12
C -5.500 -1.012 3.337 -0.09
H -2.706 -1.662 4.379 0.09
H -3.593 -1.424 5.912 0.13
H -3.826 0.441 3.743 0.08
H -5.064 0.270 4.910 0.11
H -5.284 -1.053 2.263 0.12
H -6.464 -0.519 3.449 0.13
O 0.839 -6.181 2.508 0.09
C 0.154 -5.770 3.408 -0.48
O 0.615 -5.851 4.676 0.01
C -0.286 -5.228 5.608 -0.14
C -1.282 -4.501 4.719 -0.15
C -1.220 -5.167 3.351 -0.06
H 0.162 -4.482 6.266 0.10
H -0.706 -6.009 6.243 0.13
H -0.972 -3.456 4.653 0.08
H -2.285 -4.549 5.142 0.12
H -1.211 -4.493 2.496 0.09
H -2.061 -5.844 3.202 0.13
```

As for the multiplicity: 1. Its HOMO-LUMO gap is 0.2953 Ha.

=====

5.
Below is an isolated molecule of C25H31N3O6S at a distorted geometry, with properties calculated with wB97M-V/def2-TZVPD.

Structure (XYZ):
```
66
Properties=species:S:1:pos:R:3:lowdin_charge:R:1
C -2.569 -5.146 2.201 -0.06
C -2.741 -4.276 0.966 -0.26
O -1.449 -3.941 0.497 -0.07
C -1.326 -3.134 -0.590 -0.27
C -2.383 -2.584 -1.305 -0.01
C -2.135 -1.743 -2.377 -0.01
C -0.835 -1.427 -2.751 -0.19
N -0.602 -0.501 -3.783 0.00
C -1.586 0.509 -4.124 -0.09
C -0.747 1.653 -4.721 -0.18
C -0.370 2.611 -3.586 -0.43
O -0.888 3.700 -3.483 0.08
N 0.515 2.084 -2.698 0.16
C 0.866 2.563 -1.432 -0.19
C 0.483 3.808 -0.945 0.01
C 0.819 4.191 0.341 0.01
C 1.542 3.342 1.180 -0.26
O 1.864 3.611 2.464 -0.11
C 1.611 4.901 2.975 -0.06
C 1.953 2.111 0.667 -0.17
S 2.899 0.927 1.644 0.68
O 3.485 0.005 0.715 -0.29
O 3.757 1.598 2.568 -0.26
N 1.770 0.078 2.512 -0.23
C 1.078 0.784 3.562 -0.21
C 0.521 -0.226 4.563 -0.17
C -0.392 -1.218 3.845 -0.20
C 0.376 -1.891 2.710 -0.16
C 0.933 -0.829 1.765 -0.21
C 1.618 1.725 -0.611 0.01
C 0.423 0.898 -5.346 -0.03
C 0.549 -0.369 -4.506 -0.46
O 1.506 -1.106 -4.482 0.09
C 0.226 -2.000 -2.048 0.00
C -0.020 -2.845 -0.990 0.00
H -2.003 -6.039 1.948 0.08
H -2.027 -4.600 2.969 0.07
H -3.542 -5.437 2.588 0.08
H -3.294 -4.822 0.190 0.13
H -3.298 -3.363 1.220 0.13
H -3.407 -2.801 -1.044 0.11
H -2.975 -1.339 -2.921 0.11
H -2.296 0.124 -4.866 0.14
H -2.139 0.824 -3.236 0.14
H -1.318 2.233 -5.447 0.15
H 0.908 1.176 -2.903 0.13
H -0.086 4.473 -1.574 0.11
H 0.503 5.162 0.687 0.11
H 0.537 5.107 3.032 0.10
H 2.100 5.674 2.375 0.10
H 2.033 4.902 3.978 0.10
H 1.804 1.452 4.024 0.12
H 0.253 1.386 3.147 0.13
H 1.353 -0.763 5.020 0.12
H -0.025 0.301 5.347 0.11
H -0.758 -1.967 4.549 0.11
H -1.256 -0.688 3.436 0.11
H 1.209 -2.460 3.124 0.12
H -0.266 -2.573 2.152 0.09
H 1.561 -1.276 0.996 0.10
H 0.103 -0.289 1.277 0.13
H 1.971 0.764 -0.953 0.12
H 0.201 0.611 -6.376 0.13
H 1.361 1.453 -5.351 0.13
H 1.242 -1.795 -2.338 0.11
H 0.795 -3.292 -0.445 0.12
```

As for the multiplicity: 1. As for the structure (SMILES): CCOc1ccc(N2C[C@@H](C(=O)Nc3ccc(OC)c(S(=O)(=O)N4CCCCC4)c3)CC2=O)cc1. As for the energy relative to the best compared isomer or geometry (same formula, charge and spin): 1.2 kcal/mol. Its HOMO-LUMO gap is 0.3238 Ha.

=====

6.
Below is an isolated molecule of C6H11NO at a distorted geometry, with properties calculated with wB97M-V/def2-TZVPD.

Structure (XYZ):
```
19
Properties=species:S:1:pos:R:3:lowdin_charge:R:1
C -1.399 -1.614 0.477 -0.05
C -0.340 -0.939 -0.332 -0.31
C 0.625 -1.539 -1.018 -0.18
N 0.921 -2.930 -1.106 0.02
C -0.437 0.572 -0.430 -0.16
C 0.721 1.246 0.377 -0.15
C 0.333 2.688 0.594 -0.28
O -0.329 3.030 1.541 0.05
H -1.219 -1.313 1.515 0.09
H -1.466 -2.694 0.361 0.07
H -2.425 -1.309 0.258 0.08
H 1.332 -0.990 -1.634 0.11
H 0.656 -3.455 -0.291 0.06
H 0.451 -3.364 -1.885 0.07
H -1.400 0.984 -0.148 0.11
H -0.302 0.877 -1.472 0.11
H 0.903 0.683 1.290 0.12
H 1.671 1.206 -0.162 0.11
H 0.632 3.398 -0.198 0.12
```

As for the multiplicity: 1. As for the structure (SMILES): C/C(=C\N)CCC=O. As for the energy relative to the best compared isomer or geometry (same formula, charge and spin): 38.4 kcal/mol. Its HOMO-LUMO gap is 0.3508 Ha.

=====

7.
Below is a cluster of 3 separate species, C3H9NO3 in total at a distorted geometry, with properties calculated with wB97M-V/def2-TZVPD.

Structure (XYZ):
```
16
Properties=species:S:1:pos:R:3:lowdin_charge:R:1
H 0.748 1.131 -0.588 0.20
O 0.371 2.260 0.014 -0.08
N 0.404 -0.144 -1.039 -0.14
H 0.189 3.044 -0.705 0.18
H -0.332 0.238 -1.659 0.15
C -0.010 -1.182 -0.172 -0.15
H 0.833 -1.829 0.181 0.14
C -0.708 -0.476 1.075 -0.65
O -0.662 -0.907 2.194 0.05
O -1.345 0.537 0.599 -0.12
H -0.521 1.912 0.436 0.08
H -0.693 -1.878 -0.581 0.11
C 1.512 -0.702 -1.914 -0.06
H 1.235 -1.659 -2.316 0.07
H 1.758 0.025 -2.746 0.10
H 2.278 -0.938 -1.137 0.10
```

As for the multiplicity: 1. As for the energy relative to the best compared isomer or geometry (same formula, charge and spin): 67.7 kcal/mol. Its HOMO-LUMO gap is 0.3186 Ha.